1.
# C5H5N3

The molecule C5H5N3 at a distorted geometry (ωB97M-V with the def2-TZVPD basis set, the Open Molecules 2025 dataset).

Element x y z (Å)
H: -2.170 1.969 -0.418
N: -2.230 0.950 -0.018
C: -1.507 0.018 -0.308
N: -1.488 -1.142 0.446
C: -0.350 -1.621 0.585
C: 0.714 -0.808 -0.131
C: 0.598 0.624 0.145
N: 0.403 1.644 0.859
H: 0.831 1.810 1.774
C: -0.170 0.110 -1.020
H: -0.312 -2.552 1.340
H: 1.603 -1.385 -0.387
H: 0.030 0.260 -2.147

- frontier orbital gap (eV) = 9.743
- SMILES string = [H]/N=C1/N=C[C@@H]2/C(=N\[H])[C@H]12
- F_max (hartree/bohr) = 0.11248
- total charge = 0
- E (Ha) = -357.64246

2.
# C21H58N21O32

A cluster of 17 separate species, C21H58N21O32 in total at a distorted geometry (ωB97M-V with the def2-TZVPD basis set, the Open Molecules 2025 dataset).

Element x y z (Å)
C: 3.511 -1.897 -1.991
C: 3.668 -0.418 -2.304
N: 4.601 0.284 -1.808
C: 2.750 0.347 -3.258
N: 1.492 0.733 -2.601
N: 1.221 2.025 -2.352
C: 0.027 2.051 -1.754
N: -0.489 0.843 -1.586
C: 0.449 0.024 -2.142
N: 0.361 -1.313 -2.261
H: 2.541 -2.168 -1.580
H: 3.696 -2.467 -2.906
H: 4.264 -2.209 -1.272
H: 5.177 -0.289 -1.198
H: 2.577 -0.149 -4.215
H: 3.272 1.277 -3.487
H: 1.811 2.802 -2.615
H: -0.427 2.989 -1.470
H: 0.389 -1.703 -3.188
H: 0.343 -1.948 -1.479
C: 8.284 -1.272 -3.501
N: 6.884 -1.615 -3.142
O: 6.063 -1.750 -4.032
O: 6.617 -1.738 -1.968
H: 8.361 -1.193 -4.577
H: 8.518 -0.324 -3.025
H: 8.920 -2.067 -3.120
C: -2.729 -2.560 0.431
N: -1.472 -3.303 0.710
O: -0.426 -2.910 0.214
O: -1.527 -4.272 1.431
H: -2.504 -1.727 -0.224
H: -3.422 -3.251 -0.039
H: -3.110 -2.214 1.382
C: -7.027 -0.404 1.244
N: -5.767 -1.148 1.495
O: -4.744 -0.746 0.969
O: -5.826 -2.110 2.229
H: -6.811 0.425 0.579
H: -7.734 -1.092 0.791
H: -7.391 -0.051 2.203
C: -2.924 -3.530 -3.972
N: -3.968 -3.957 -3.001
O: -4.391 -3.124 -2.221
O: -4.325 -5.108 -3.057
H: -2.709 -2.480 -3.804
H: -2.047 -4.147 -3.798
H: -3.320 -3.693 -4.969
C: -2.031 3.565 -4.173
N: -3.176 3.958 -5.038
O: -3.464 5.131 -5.088
O: -3.737 3.062 -5.631
H: -1.624 4.457 -3.708
H: -2.413 2.874 -3.425
H: -1.291 3.087 -4.808
C: 1.215 -5.438 1.355
N: 2.558 -6.059 1.513
O: 3.478 -5.526 0.919
O: 2.643 -7.042 2.210
H: 1.334 -4.580 0.706
H: 0.552 -6.172 0.908
H: 0.859 -5.135 2.333
C: 2.678 6.274 -1.925
N: 2.019 5.490 -3.010
O: 2.724 4.887 -3.798
O: 0.804 5.497 -3.040
H: 3.751 6.170 -2.029
H: 2.374 7.305 -2.039
H: 2.334 5.872 -0.978
C: -0.952 -3.224 4.635
N: -1.331 -1.833 4.999
O: -1.933 -1.180 4.171
O: -1.013 -1.442 6.100
H: -1.303 -3.421 3.630
H: 0.131 -3.296 4.692
H: -1.423 -3.892 5.351
C: -0.910 -1.505 9.403
N: -1.354 -1.929 10.758
O: -1.663 -3.092 10.910
O: -1.376 -1.077 11.617
H: -0.942 -2.364 8.744
H: -1.590 -0.730 9.064
H: 0.101 -1.121 9.495
C: 3.309 9.592 1.744
N: 2.660 8.814 0.654
O: 3.378 8.223 -0.134
O: 1.453 8.815 0.618
H: 4.383 9.495 1.644
H: 2.997 10.627 1.633
H: 2.963 9.181 2.687
C: 4.169 -3.303 -6.038
N: 2.695 -3.094 -6.060
O: 2.143 -2.862 -4.996
O: 2.142 -3.157 -7.130
H: 4.510 -3.210 -5.015
H: 4.375 -4.294 -6.431
H: 4.613 -2.536 -6.666
C: -11.190 0.472 3.676
N: -9.855 0.441 3.021
O: -9.042 -0.374 3.419
O: -9.659 1.232 2.127
H: -11.212 -0.288 4.449
H: -11.321 1.464 4.098
H: -11.933 0.274 2.910
C: 7.128 0.417 -7.292
N: 8.494 0.910 -6.961
O: 9.116 0.320 -6.098
O: 8.890 1.867 -7.578
H: 6.908 -0.439 -6.663
H: 6.435 1.231 -7.102
H: 7.127 0.143 -8.342
C: 6.657 -4.852 0.129
N: 7.908 -4.663 -0.654
O: 8.859 -5.357 -0.379
O: 7.883 -3.816 -1.526
H: 6.820 -5.632 0.864
H: 6.426 -3.906 0.610
H: 5.875 -5.135 -0.569
C: -5.900 0.419 5.077
N: -6.177 1.830 5.454
O: -6.767 2.519 4.644
O: -5.794 2.190 6.543
H: -6.298 0.245 4.086
H: -4.822 0.282 5.095
H: -6.387 -0.219 5.808
C: -6.118 5.292 5.715
N: -5.429 6.612 5.724
O: -5.221 7.149 4.655
O: -5.117 7.062 6.805
H: -6.331 5.021 4.690
H: -5.452 4.575 6.179
H: -7.033 5.396 6.290

- frontier orbital gap (eV) = 9.080
- F_max (hartree/bohr) = 0.02422
- total charge = +1
- E (Ha) = -4390.74804

3.
# C5H8OS2

The molecule C5H8OS2 at a distorted geometry (ωB97M-V with the def2-TZVPD basis set, the Open Molecules 2025 dataset).

Element x y z (Å)
O: 0.325 1.919 1.317
C: -0.073 0.549 1.144
C: -1.228 0.439 0.173
S: -1.499 1.803 -0.755
S: -2.404 -0.929 0.478
C: 0.998 -0.316 0.483
C: 0.556 -1.464 -0.486
C: 1.131 -0.166 -1.072
H: 0.545 2.166 0.268
H: -0.296 0.167 2.088
H: -3.021 -0.424 -0.731
H: 1.868 -0.423 1.084
H: -0.553 -1.502 -0.838
H: 1.128 -2.360 -0.244
H: 2.131 0.079 -1.231
H: 0.393 0.460 -1.677

- frontier orbital gap (eV) = 8.342
- SMILES string = O[C@@H](C(=S)S)C1CC1
- F_max (hartree/bohr) = 0.07971
- total charge = 0
- E (Ha) = -1066.79964

4.
# H4OP2S2

The molecule H4OP2S2 (ωB97M-V with the def2-TZVPD basis set, the Open Molecules 2025 dataset).

Element x y z (Å)
O: -0.099 -0.078 -1.505
P: 0.399 -0.101 0.032
P: -1.490 -0.563 1.075
S: 1.973 -1.227 0.286
S: 0.732 1.981 0.405
H: 0.643 -0.168 -2.113
H: -1.587 -1.745 0.341
H: -2.192 0.172 0.123
H: 1.620 1.730 1.356

- frontier orbital gap (eV) = 9.476
- SMILES string = O[P@@](P)(=S)S
- F_max (hartree/bohr) = 0.01807
- total charge = 0
- E (Ha) = -1556.76182

5.
# C9H12BFNO9P

A cluster of 2 separate species, C9H12BFNO9P in total at a distorted geometry (ωB97M-V with the def2-TZVPD basis set, the Open Molecules 2025 dataset).

Element x y z (Å)
O: -1.253 -1.639 2.704
P: -0.036 -1.623 1.655
B: -0.487 -2.376 -0.047
C: 0.853 -3.049 -0.722
O: 0.861 -4.404 -0.827
N: 2.095 -2.325 -1.189
C: 1.952 -1.734 -2.574
O: 0.824 -1.594 -3.273
F: 3.231 -1.295 -3.248
O: -1.571 -3.365 0.125
C: -2.659 -3.112 -0.836
C: -2.019 -1.921 -1.764
C: -3.051 -0.637 -2.023
O: -2.951 0.420 -1.175
O: -4.070 -0.649 -3.100
O: -1.014 -1.267 -0.868
H: 0.486 -0.278 1.563
H: 1.016 -2.420 2.292
H: 2.453 -1.643 -0.485
H: -3.050 -4.103 -1.335
H: -3.516 -2.556 -0.266
H: -1.657 -2.275 -2.829
O: 1.981 1.168 1.461
C: 1.692 2.352 1.426
O: 2.370 3.289 0.699
C: 1.830 4.579 0.978
C: 0.438 4.325 1.495
C: 0.585 3.001 2.201
H: 2.466 5.071 1.722
H: 1.822 5.181 0.065
H: 0.066 5.125 2.140
H: -0.256 4.218 0.653
H: 0.902 3.126 3.240
H: -0.333 2.412 2.143

- frontier orbital gap (eV) = 5.175
- F_max (hartree/bohr) = 0.18826
- total charge = -2
- E (Ha) = -1548.07154

6.
# C3H4N4O

The molecule C3H4N4O at a distorted geometry (ωB97M-V with the def2-TZVPD basis set, the Open Molecules 2025 dataset).

Element x y z (Å)
N: 2.342 0.191 -0.075
N: 1.325 -0.790 0.131
C: 0.163 -0.278 0.070
C: -0.363 1.082 -0.083
N: -1.549 1.227 0.052
O: -2.412 0.183 0.111
C: -1.993 -0.993 0.048
N: -0.728 -1.313 -0.048
H: 3.253 -0.499 -0.105
H: 2.596 0.948 0.646
H: 0.146 2.118 -0.358
H: -2.779 -1.875 -0.391

- frontier orbital gap (eV) = 8.876
- SMILES string = N/N=c1\cnocn1
- F_max (hartree/bohr) = 0.16121
- total charge = 0
- E (Ha) = -410.78619

7.
# C3H5NO

The molecule C3H5NO at a distorted geometry (ωB97M-V with the def2-TZVPD basis set, the Open Molecules 2025 dataset).

Element x y z (Å)
C: -0.967 0.888 0.233
O: -0.619 0.006 -0.828
C: 0.523 -0.815 -0.732
C: 1.215 -0.647 0.556
N: 1.586 -0.356 1.612
H: -1.968 0.635 0.597
H: -0.950 1.921 -0.128
H: -0.281 0.819 1.077
H: 1.226 -0.582 -1.544
H: 0.234 -1.869 -0.845

- frontier orbital gap (eV) = 11.245
- SMILES string = COCC#N
- F_max (hartree/bohr) = 0.02193
- total charge = 0
- E (Ha) = -247.25425